(1)
The following is a quantum chemistry calculation of a 3-piece molecular cluster, C6H12O overall, from the OMol25 dataset.

Computed properties:
Kohn-Sham gap: 10.53 eV
structure (SMILES): OC1C=C1.[H][H].C=CC
ΔE to the lowest compared entry with this formula, charge and spin: 441.98 kJ/mol
lowest unoccupied orbital energy: 0.0417 Ha
highest occupied orbital energy: -0.345 Ha
net charge: 0

```
19
Properties=species:S:1:pos:R:3:forces:R:3
C 2.22334 -1.22930 0.32682 -0.01 0.11 -0.16
H 2.11158 -0.36912 -1.80035 -0.01 -0.09 0.15
H 1.08039 -2.99951 -0.47427 0.03 0.17 0.03
H -0.37561 -1.32730 2.55393 -0.06 0.00 0.11
H 2.85902 -1.04511 1.18181 -0.10 -0.01 -0.14
H -0.90937 0.50673 -2.07337 -0.05 0.12 0.08
H 0.55601 1.91689 -0.51799 -0.15 -0.03 0.06
H -1.90649 1.35330 1.23027 0.14 0.01 -0.06
H -0.57027 -1.07379 3.22744 0.04 -0.01 -0.02
C -0.47910 1.64708 -0.30237 -0.05 0.03 0.19
H -0.21078 1.85372 1.78695 -0.08 -0.03 -0.14
O -0.26919 -1.63964 0.16513 -0.03 0.26 0.03
H -0.31859 -0.68769 0.35024 -0.04 -0.13 -0.04
C 1.04494 -1.93800 -0.22736 0.12 -0.34 -0.14
H -1.42815 2.19477 -2.15266 0.04 -0.13 0.09
C 1.91385 -0.94997 -0.90951 0.08 0.01 0.17
C -0.88273 1.61421 0.96700 0.05 0.04 -0.17
C -1.34179 1.32702 -1.48771 -0.06 -0.02 0.00
H -2.34802 1.02780 -1.17850 0.15 0.05 -0.03
```
Forces are in eV/Å.

Atom charges from the natural (NBO) analysis, given in e for atoms 1 to 2: -0.209, 0.222

---

(2)
The following is a quantum chemistry calculation of C5H9N7 in the gas phase at a distorted geometry, from the OMol25 dataset.

Computed properties:
Kohn-Sham gap (spin up / spin down): 7.69 / 7.47 eV
ΔE to the lowest compared entry with this formula, charge and spin: 460.77 kJ/mol
lowest unoccupied orbital energy (spin up / spin down): 0.0001 / 0.0156 Ha
highest occupied orbital energy (spin up / spin down): -0.282 / -0.259 Ha
net charge: 0

```
21
Properties=species:S:1:pos:R:3:forces:R:3
N -3.21258 -0.68397 0.86911 0.44 0.24 -0.04
N 2.10522 -0.51169 1.24698 -0.17 -0.69 1.38
C 2.46014 -0.40174 -0.09708 -0.13 1.08 -0.19
H 2.17121 -1.48616 -1.95140 -1.00 0.68 0.18
H 1.34679 0.71244 2.59133 -0.02 0.39 2.58
N -1.90426 -0.05190 -0.84791 0.00 -1.47 1.26
H 3.41616 -0.89376 -0.29310 0.54 0.77 0.33
N 0.14014 -1.97082 0.37569 -0.67 0.43 1.71
C 1.61545 -1.16520 -1.04068 1.36 -0.43 -1.68
H 1.85147 1.45854 0.99053 -1.54 -1.91 2.65
H -1.21667 -1.90127 1.74094 -0.26 -0.37 -0.16
N 0.47065 -1.66124 -0.81914 -1.22 -0.85 -0.83
H -3.26316 1.25341 -1.77015 -0.54 1.99 -2.28
N 1.47659 0.59141 1.64893 1.40 2.22 -5.35
C -2.04737 -0.85105 0.29486 -1.16 1.29 -1.28
N -1.18593 -1.82130 0.73199 1.61 -0.21 0.14
C -3.81521 0.30018 0.13315 -2.99 1.13 -1.51
H 2.36848 0.73070 -0.36988 0.92 -1.47 -0.32
H -4.92738 0.65151 0.29313 2.55 -0.93 -0.03
H -1.02539 0.36690 -1.02034 0.94 0.00 -0.74
C -3.07698 0.66092 -0.97809 -0.06 -1.90 4.18
```
Forces are in eV/Å.

Atom charges from the natural (NBO) analysis, given in e for atoms 1 to 2: -0.492, -0.191

---

(3)
The following is a quantum chemistry calculation of C16H31CdNOP2 as an isolated structure at a distorted geometry, from the OMol25 dataset.

Computed properties:
Kohn-Sham gap: 5.15 eV
ΔE to the lowest compared entry with this formula, charge and spin: 442.03 kJ/mol
lowest unoccupied orbital energy: -0.0614 Ha
highest occupied orbital energy: -0.250 Ha
net charge: 0

```
52
Properties=species:S:1:pos:R:3:forces:R:3
C -0.40630 -1.21211 -1.82657 -0.63 -0.46 -0.26
H -3.07489 1.49619 0.98431 -0.44 0.19 0.42
C 2.77981 -0.12890 -0.72881 0.60 -0.86 0.74
H -3.24642 -0.43630 -0.90600 0.10 0.44 -0.44
Cd -2.84667 -0.94842 1.61339 0.95 0.42 2.05
H 1.92405 -2.73051 -0.38396 -0.45 0.13 0.43
C 1.40441 2.50559 -1.52257 -1.93 -0.06 0.55
H 3.39568 3.10889 -1.66862 -0.17 -0.27 0.17
H 1.29276 2.91026 -2.56092 -0.09 -0.16 1.15
C 2.32881 -0.06258 0.52495 -2.04 -0.27 1.34
H -3.24768 0.31969 -2.55362 -0.39 -0.08 0.40
N -1.78450 -0.66673 3.88854 0.42 0.33 0.68
H -1.22073 0.42841 -3.99335 0.13 0.10 -0.06
H -1.79854 -3.06944 2.14964 -0.07 -0.52 0.33
H 2.04051 -3.07429 1.35800 -0.17 0.16 -0.13
H 4.50332 1.06849 -0.84115 0.13 -0.32 -0.15
O -0.62702 0.12943 5.85246 -0.56 -0.42 -0.91
H 0.87638 -3.96411 0.37443 0.09 0.23 -0.02
P -1.07165 0.48196 -1.56962 1.13 -0.76 -0.50
H 1.14044 0.69088 2.22419 0.62 -0.24 -0.77
H -1.93277 -2.22407 -0.59832 -0.21 -0.12 -0.58
H 2.36522 -0.92489 1.21300 -0.36 0.09 -1.10
P -0.12393 -1.80652 0.92640 2.01 -0.68 -1.15
H -0.58865 -2.31312 3.17101 -0.15 -0.14 -0.01
H -3.26284 1.34844 -1.07842 0.10 -0.40 -0.21
C 2.82544 2.37790 -1.06302 1.01 0.10 -0.69
H -3.16302 1.36975 2.79128 0.02 -0.54 -0.50
C -1.20833 -0.27211 4.87420 -0.31 -0.13 -0.63
H -0.63201 2.86654 -1.05999 0.53 -0.89 -0.01
H -0.49468 -3.21355 -1.02143 -0.54 0.08 -0.03
H 2.18858 1.87974 1.51789 -0.24 -0.37 -0.09
H 0.44225 0.80551 -3.44337 -0.37 0.03 0.22
C -0.62628 0.99800 -3.26925 -0.68 0.12 -0.45
C -0.84583 -2.20990 -0.74891 -0.02 -0.60 0.46
H 3.66508 0.84426 -2.39557 0.06 0.13 0.08
H -0.75275 -1.54059 -2.82593 0.19 -0.22 0.41
H -4.67948 1.20509 1.85160 0.89 -0.34 -0.38
H 2.81660 -1.10046 -1.24100 0.86 0.12 0.54
H 2.98743 2.75033 -0.03662 -0.23 -0.55 -0.38
H -0.80636 2.06508 -3.42961 0.02 -0.11 0.01
H -0.13295 -3.81450 2.28523 -0.48 -0.34 0.00
C 0.20839 1.73969 0.66544 0.49 0.25 0.28
C -0.71608 -2.89815 2.25847 -0.34 -0.05 -0.32
C 0.24141 2.22119 -0.78864 1.94 2.40 0.24
C 3.52541 0.98657 -1.31824 -1.07 2.03 -0.86
H -0.65384 1.07248 0.81244 0.55 -0.07 -0.24
C 1.52110 1.04105 1.23090 0.18 1.79 1.45
H 0.70088 -1.11023 -1.89166 -0.77 -0.03 0.23
C -3.58093 1.01343 1.83311 -0.88 1.13 -0.07
C 1.33932 -2.97785 0.51844 0.22 0.23 0.38
H -0.10385 2.56289 1.36312 0.94 -0.24 -0.54
C -2.88429 0.41162 -1.51729 -0.62 -0.28 -1.04
```
Forces are in eV/Å.

Atom charges from the natural (NBO) analysis, given in e for atoms 1 to 2: -0.742, 0.199